Entry 1:
DFT (the ωB97M-V functional and the def2-TZVPD basis) results for a molecular structure, C26H21I2N4O6Ti.

Each line ends with the Mulliken charge.
Cartesian coordinates (Å):
Ti -0.445 0.069 -0.316  0.5901
C -4.199 -2.275 -0.901  -1.2043
C -3.918 -2.016 0.545  0.7090
N -4.805 -2.367 1.454  -0.6243
C -4.553 -2.141 2.751  -0.8940
C -3.404 -1.551 3.229  0.5743
C -3.207 -1.335 4.707  -0.9189
O -2.022 -1.950 5.200  -0.5117
C -2.441 -1.162 2.274  -0.0599
C -1.182 -0.577 2.677  -0.2132
N -0.287 -0.101 1.878  0.3059
C 0.904 0.397 2.496  -0.1994
C 0.865 1.220 3.614  -0.2511
C 2.048 1.644 4.198  -0.7855
C 3.270 1.255 3.671  -0.5694
C 3.318 0.455 2.538  -0.5791
C 2.132 0.043 1.958  0.3077
I 2.140 -1.055 0.178  0.2927
C -2.712 -1.399 0.934  0.1124
O -1.816 -1.064 0.003  -0.4084
H -5.177 -2.739 -0.997  0.3740
H -3.443 -2.935 -1.330  0.3054
H -4.180 -1.345 -1.470  0.2821
H -5.329 -2.455 3.441  0.3688
H -4.091 -1.685 5.244  0.4217
H -3.101 -0.271 4.930  0.3435
H -2.153 -2.903 5.233  0.3258
H -0.968 -0.580 3.743  0.9908
H -0.089 1.548 4.007  0.5823
H 2.013 2.290 5.064  0.4108
H 4.191 1.587 4.130  0.4151
H 4.269 0.166 2.111  0.4402
I 2.711 3.095 -6.300  0.1399
C 1.919 3.169 -4.373  -0.2892
C 0.840 3.999 -4.099  -0.4283
C 0.263 3.970 -2.839  -0.7866
C 0.750 3.099 -1.870  0.4880
C 1.863 2.311 -2.140  -0.1469
C 2.459 2.351 -3.389  -0.4613
C -0.004 2.980 -0.589  -0.0385
O -0.713 3.816 -0.122  -0.5592
O 0.146 1.757 0.011  -0.0655
H 0.442 4.651 -4.864  0.4244
H -0.589 4.594 -2.605  0.4804
H 2.267 1.661 -1.374  0.5158
H 3.329 1.741 -3.598  0.5579
C 2.092 -1.189 -5.238  -0.9443
N 1.041 -0.628 -4.385  0.1671
C 0.087 0.195 -4.882  0.1681
C -0.885 0.756 -4.119  -1.3006
C -0.822 0.453 -2.744  0.9097
O -1.566 0.913 -1.809  -0.6654
N 0.122 -0.382 -2.256  0.5131
C 1.096 -0.950 -3.032  0.1711
O 1.966 -1.681 -2.593  -0.7400
H 1.926 -0.853 -6.257  0.3374
H 2.063 -2.275 -5.191  0.3232
H 3.066 -0.848 -4.892  0.3179
H 0.153 0.388 -5.945  0.4268
H -1.630 1.419 -4.525  0.5515

Atoms 1-3, force components in eV/Å:
0.0 0.1 -0.1
0.0 0.0 0.0
0.0 0.0 0.0

**Electronic energy**: -3118.70042 hartree
**Relative energy (zero: lowest compared OMol25 entry of this formula, charge and spin)**: 0.0 kcal/mol
**Charge**: +1
**LUMO**: -0.143 Ha
**HOMO**: -11.54 eV

***

Entry 2:
DFT (the ωB97M-V functional and the def2-TZVPD basis) results for a molecular structure, C3H3ClN2O in a non-equilibrium geometry.

Each line ends with the Mulliken charge.
Cartesian coordinates (Å):
C 0.622 -0.982 -0.056  0.3311
C 2.082 -1.189 -0.012  0.4947
C 0.510 0.489 0.118  -0.2307
N -0.220 -1.911 -0.205  -0.6229
N 2.439 0.144 -0.126  -0.2499
O 2.754 -2.167 0.081  -0.5353
Cl 3.922 0.999 0.053  -0.0518
H 0.413 0.678 -1.002  0.2265
H 0.333 1.220 0.862  0.3847
H -1.243 -1.661 -0.180  0.2536

Atoms 1-3, force components in eV/Å:
-2.4 -1.2 1.9
2.4 0.3 -0.1
4.0 -1.0 -4.7

**Electronic energy**: -760.90478 hartree
**Relative energy (zero: lowest compared OMol25 entry of this formula, charge and spin)**: 98.4 kcal/mol
**Charge**: 0
**LUMO**: -0.032 Ha
**HOMO**: -9.69 eV

***

Entry 3:
DFT (the ωB97M-V functional and the def2-TZVPD basis) results for 2 unconnected molecules or ions with the total composition C4H14NO in a non-equilibrium geometry.

Each line ends with the Mulliken charge.
Cartesian coordinates (Å):
C -0.469 -0.754 -0.824  -0.8687
C -0.785 0.101 0.398  0.9712
C -1.968 -0.518 1.136  -1.5580
C -1.079 1.546 0.012  -1.4668
N 0.861 -0.330 -1.424  -0.1578
H -1.200 -0.642 -1.626  0.3705
H -0.358 -1.804 -0.588  0.3852
H 0.124 0.029 1.015  0.0591
H -2.845 -0.451 0.480  0.3667
H -2.246 -0.005 2.061  0.4013
H -1.784 -1.559 1.415  0.3934
H -0.241 2.118 -0.357  0.4027
H -1.858 1.579 -0.765  0.3650
H -1.550 2.061 0.843  0.3992
H 1.596 -0.202 -0.688  0.2044
H 0.753 0.615 -1.779  0.3808
H 1.244 -0.924 -2.149  0.3897
H 3.700 -0.186 0.456  0.3196
H 2.567 -0.627 1.402  0.3545
O 2.773 0.006 0.691  -0.7120

Atoms 1-3, force components in eV/Å:
0.3 0.0 -0.4
0.4 -0.3 0.1
-0.3 -0.1 -0.1

**Electronic energy**: -290.56846 hartree
**Relative energy (zero: lowest compared OMol25 entry of this formula, charge and spin)**: 4.2 kcal/mol
**Charge**: +1
**LUMO**: -0.122 Ha
**HOMO**: -15.69 eV

***

Entry 4:
DFT (the ωB97M-V functional and the def2-TZVPD basis) results for a single C9H7FI2NO2P molecule in a non-equilibrium geometry.

Each line ends with the Mulliken charge.
Cartesian coordinates (Å):
C -4.816 0.910 -1.182  -0.9392
C -3.432 0.757 -0.258  0.1824
I -3.630 1.066 1.908  0.0759
C -2.112 0.426 -0.930  -0.5816
I -1.970 0.097 -3.132  0.0676
C -0.700 0.297 -0.108  0.3214
C 0.361 1.361 -0.318  -0.2455
C 1.807 1.163 0.501  0.2087
O 2.460 2.170 1.094  -0.4987
C 2.344 -0.420 0.555  0.0570
P 4.224 -0.865 0.315  0.1602
N 4.870 -1.272 1.760  -0.6283
C 1.279 -1.477 0.788  0.3362
F 1.600 -2.929 0.878  -0.2564
C -0.299 -0.941 0.925  0.4905
O -1.170 -1.461 1.832  -0.4644
H -4.842 0.101 -2.045  0.2966
H -4.884 1.992 -1.680  0.2598
H -5.774 0.733 -0.533  0.3233
H 0.148 2.239 -1.062  0.3647
H 4.937 0.284 -0.261  0.1324
H 4.380 -1.970 -0.640  0.1207
H 5.220 -2.261 1.593  0.2168

Atoms 1-3, force components in eV/Å:
0.2 -0.1 0.2
2.9 -1.0 -3.7
0.3 -0.2 -2.0

**Electronic energy**: -1588.57644 hartree
**Charge**: 0
**SMILES**: C/C(I)=C(\I)C1=CC(=O)C([PH2]=N)=C(F)C1=O
**LUMO**: -0.084 Ha
**HOMO**: -8.82 eV

***

Entry 5:
DFT (the ωB97M-V functional and the def2-TZVPD basis) results for a single C23H31N3O4 molecule.

Each line ends with the Mulliken charge.
Cartesian coordinates (Å):
C 1.509 3.468 -3.304  -1.2989
H 2.040 3.257 -4.228  0.2440
H 2.176 3.994 -2.626  0.3134
H 0.662 4.111 -3.527  0.4292
C 1.016 2.186 -2.640  -0.6243
N 2.099 1.273 -2.299  0.5034
C 2.848 1.594 -1.231  0.9152
O 2.629 2.581 -0.548  -0.6674
C 4.012 0.658 -0.864  -1.0719
H 4.714 0.580 -1.697  0.4133
O 3.616 -0.669 -0.585  -0.4892
C 2.819 -0.903 0.484  0.4545
C 2.410 0.021 1.380  -0.7680
O 1.606 -0.265 2.427  -0.1965
C 1.177 -1.524 2.597  0.7442
C 1.537 -2.529 1.768  -0.2352
C 2.389 -2.316 0.614  0.5029
O 2.699 -3.184 -0.184  -0.6898
H 1.182 -3.532 1.940  0.4495
C 0.142 -1.647 3.689  -1.6367
N -1.214 -1.466 3.194  0.0811
C -1.686 -2.545 2.347  -0.2438
C -3.175 -2.330 2.038  -1.4161
N -3.453 -1.052 1.417  0.0985
C -2.920 0.003 2.258  -1.4019
C -1.430 -0.172 2.568  -0.1079
H -1.106 0.607 3.262  0.4824
H -0.853 -0.056 1.635  0.1715
H -3.086 0.966 1.772  0.4407
H -3.481 -0.018 3.196  0.4178
C -3.036 -0.978 0.023  -0.4843
C -3.462 0.322 -0.603  -0.2873
C -2.545 1.135 -1.253  -0.0456
C -2.947 2.328 -1.831  -0.3533
C -4.272 2.720 -1.759  -0.5247
C -5.193 1.915 -1.107  -0.5919
C -4.791 0.723 -0.535  -0.3146
H -5.499 0.093 -0.018  0.4314
H -6.228 2.220 -1.047  0.3864
H -4.586 3.651 -2.207  0.3872
H -2.223 2.953 -2.334  0.4120
H -1.508 0.834 -1.308  0.3388
H -3.533 -1.804 -0.498  0.4560
H -1.950 -1.105 -0.116  0.2887
H -3.536 -3.131 1.390  0.4642
H -3.733 -2.361 2.978  0.4301
H -1.562 -3.487 2.886  0.4760
H -1.119 -2.614 1.403  0.2094
H 0.326 -0.876 4.441  0.4466
H 0.203 -2.632 4.156  0.5240
H 2.654 1.072 1.348  0.5271
H 4.528 1.102 -0.004  0.3442
C 2.330 0.133 -3.165  -0.5746
H 2.870 -0.638 -2.617  0.3799
C 3.099 0.500 -4.433  -1.2016
H 3.336 -0.404 -4.986  0.4220
H 4.028 1.008 -4.184  0.2760
H 2.510 1.150 -5.074  0.3113
H 1.355 -0.282 -3.439  0.3466
H 0.505 2.453 -1.709  0.2924
H 0.319 1.658 -3.293  0.4136

Atoms 1-3, force components in eV/Å:
-0.1 -0.2 0.1
0.0 0.0 -0.1
0.0 0.1 0.0

**Electronic energy**: -1360.21937 hartree
**Relative energy (zero: lowest compared OMol25 entry of this formula, charge and spin)**: 43.3 kcal/mol
**Charge**: 0
**SMILES**: CCN(CC)C(=O)COc1coc(CN2CCN(Cc3ccccc3)CC2)cc1=O
**LUMO**: 0.026 Ha
**HOMO**: -8.31 eV

***

Entry 6:
DFT (the ωB97M-V functional and the def2-TZVPD basis) results for 5 unconnected molecules or ions with the total composition C17H33Cl8NO3.

Each line ends with the Mulliken charge.
Cartesian coordinates (Å):
C 0.724 0.269 1.306  -0.4493
O 0.652 0.080 -0.093  -0.2791
C 1.635 -0.778 -0.646  -0.7650
C 1.206 -1.146 -2.067  0.8169
C 1.153 -2.641 -2.401  -0.8413
C 0.527 -3.540 -1.332  -1.0647
C -0.764 -3.028 -0.687  -0.5355
C -2.058 -3.040 -1.509  1.4542
C -3.183 -2.341 -0.696  -1.2901
C -3.496 -0.879 -1.021  -0.9985
C -2.350 0.132 -0.884  0.6114
O -2.776 1.367 -0.314  -0.5602
C -2.502 -4.453 -1.921  -1.1553
C -3.303 -4.233 -3.205  -0.4685
C -2.686 -2.976 -3.793  0.2288
O -2.856 -2.533 -4.900  -0.6896
N -1.901 -2.418 -2.832  0.1921
H 0.687 1.338 1.526  -0.1430
H -0.131 -0.217 1.790  0.2374
H 1.648 -0.146 1.722  0.4010
H 2.612 -0.277 -0.654  0.3791
H 1.730 -1.671 -0.014  0.4228
H 0.225 -0.687 -2.222  -0.3734
H 1.884 -0.662 -2.776  -0.1323
H 2.164 -3.004 -2.611  0.4407
H 0.593 -2.757 -3.331  0.3503
H 1.246 -3.698 -0.524  0.3604
H 0.366 -4.530 -1.768  0.4144
H -0.978 -3.629 0.204  0.4611
H -0.593 -2.008 -0.321  -0.2118
H -2.944 -2.417 0.370  0.3385
H -4.107 -2.910 -0.841  0.4353
H -3.938 -0.811 -2.021  0.3246
H -4.270 -0.563 -0.314  0.5419
H -1.578 -0.234 -0.204  -0.4374
H -1.873 0.327 -1.852  0.0831
H -3.593 1.647 -0.747  0.3344
H -1.622 -5.059 -2.136  0.3603
H -3.062 -4.942 -1.121  0.3786
H -3.245 -5.053 -3.918  0.4253
H -4.362 -4.036 -3.021  0.2421
H -1.527 -1.492 -2.970  0.1647
C 0.677 4.415 2.466  -0.0581
Cl 1.623 3.497 3.654  -0.1480
Cl 1.287 4.209 0.824  -0.1495
H -0.344 4.053 2.503  0.2871
H 0.733 5.466 2.727  0.0691
C 2.981 6.903 4.736  0.1535
Cl 4.572 7.631 4.493  -0.1696
Cl 1.674 7.863 4.024  -0.1758
H 2.979 5.929 4.261  0.0467
H 2.807 6.816 5.800  0.1308
C 3.984 1.413 -4.080  -0.1795
Cl 4.676 0.166 -3.031  -0.1552
Cl 4.605 1.325 -5.730  -0.1589
H 2.910 1.270 -4.111  0.1877
H 4.243 2.380 -3.668  0.3089
C 1.551 3.159 7.943  -0.2478
Cl 0.328 2.913 9.191  -0.1530
Cl 1.411 4.743 7.164  -0.1190
H 2.529 3.095 8.403  0.2829
H 1.418 2.401 7.180  0.2430

Atoms 1-3, force components in eV/Å:
0.1 0.0 0.0
0.1 0.1 -0.1
0.1 -0.1 0.1

**Electronic energy**: -4629.54527 hartree
**Charge**: 0
**SMILES**: COCCCCC[C@]1(CCCO)CCC(=O)N1.ClCCl.ClCCl.ClCCl.ClCCl
**LUMO**: 0.014 Ha
**HOMO**: -9.40 eV